{"formula": "CH3F2OP", "method": "ωB97M-V with the def2-TZVPD basis set", "lumo_energy_ev": -1.137, "homo_energy_ev": -9.81, "total_charge": 0, "fmax_ha_per_bohr": 0.0721, "mol_weight_g_mol": 100.0, "relative_energy_kj_mol": 350.4, "smiles": "FCF.O=P", "elements": ["F", "C", "F", "H", "H", "O", "P", "H"], "coordinates": [[1.2175, -0.4623, 0.7628], [1.7796, 0.1986, -0.2851], [2.9259, -0.3424, -0.5724], [2.0251, 1.2630, 0.0126], [0.9515, 0.1818, -0.9999], [-2.3884, -0.0924, 1.4324], [-3.1283, 0.2789, 0.2346], [-3.3829, -1.0251, -0.5850]], "lowdin_charge": [-0.01, -0.32, 0.07, 0.14, 0.12, -0.59, 0.72, -0.12]}

{"formula": "C2H3N3", "method": "ωB97M-V with the def2-TZVPD basis set", "lumo_energy_ev": -0.474, "homo_energy_ev": -9.23, "total_charge": 0, "fmax_ha_per_bohr": 0.1153, "mol_weight_g_mol": 69.1, "relative_energy_kj_mol": 274.0, "smiles": "[H]/N=C\\N=C=N", "elements": ["H", "N", "C", "N", "C", "N", "H", "H"], "coordinates": [[0.9884, -1.5699, -0.1526], [0.2952, -1.3564, -0.8726], [0.3215, -0.1334, -1.2482], [0.1457, 0.9081, -0.3394], [-0.2071, 0.7373, 0.8412], [-0.4222, -0.0558, 1.7505], [0.0577, 0.1231, -2.2788], [-1.3482, 0.3295, 2.1424]], "lowdin_charge": [0.05, 0.08, -0.29, 0.06, -0.27, 0.16, 0.10, 0.12]}

{"formula": "C34H62BrN4O11S", "method": "ωB97M-V with the def2-TZVPD basis set", "lumo_energy_ev": -3.511, "homo_energy_ev": -11.75, "total_charge": 1, "fmax_ha_per_bohr": 0.0501, "mol_weight_g_mol": 814.9, "elements": ["C", "C", "O", "C", "C", "C", "C", "C", "O", "C", "C", "C", "C", "C", "N", "C", "N", "C", "N", "C", "C", "C", "S", "N", "Br", "C", "C", "O", "C", "O", "C", "C", "O", "H", "H", "H", "H", "H", "H", "H", "H", "H", "H", "H", "H", "H", "H", "H", "H", "H", "H", "H", "H", "H", "H", "H", "H", "H", "H", "H", "H", "H", "H", "H", "H", "H", "H", "H", "H", "H", "H", "O", "C", "O", "C", "C", "C", "H", "H", "H", "H", "H", "H", "H", "H", "O", "C", "O", "C", "C", "C", "H", "H", "H", "H", "H", "H", "H", "H", "O", "C", "O", "C", "C", "C", "H", "H", "H", "H", "H", "H", "H", "H"], "coordinates": [[-2.3925, -3.5915, -2.0143], [-1.2312, -3.0988, -2.9065], [-1.6495, -3.3823, -4.2676], [-0.9700, -1.5770, -2.8221], [0.4176, -1.0723, -2.2789], [1.3656, -1.0630, -3.4920], [1.6007, -2.3611, -4.2644], [2.4398, -3.4229, -3.5601], [3.7711, -2.9452, -3.3594], [0.1313, 0.4300, -1.9374], [1.3154, 1.3862, -1.9181], [2.0776, 1.5422, -0.7773], [3.1122, 2.4218, -0.8152], [3.3065, 3.0750, -2.0008], [2.5906, 2.9719, -3.0972], [1.5707, 2.1088, -3.0314], [-0.6994, 0.5464, -0.7234], [-0.3444, -0.1862, 0.3453], [-0.4506, 0.3800, 1.5393], [-0.0894, -0.2040, 2.8266], [-1.3101, -0.5742, 3.6778], [-2.4103, 0.4649, 3.5907], [-1.7943, 2.0921, 4.1032], [0.1577, -1.4418, 0.2301], [-0.9243, -2.7752, 0.9418], [0.8973, -1.8044, -1.0197], [2.3959, -1.6635, -0.6939], [2.9484, -2.9573, -0.5921], [4.3483, -2.9264, -0.4144], [4.6684, -3.0072, 0.9430], [5.3115, -1.8619, 1.5040], [4.6191, -1.5019, 2.8268], [5.5585, -1.5566, 3.8789], [-2.8801, -2.7745, -1.4959], [-3.0825, -4.1521, -2.6279], [-1.9812, -4.3036, -1.3023], [-0.3468, -3.7147, -2.7921], [-2.4063, -2.8181, -4.4606], [-1.7973, -1.1053, -2.2942], [-1.0051, -1.2039, -3.8406], [2.3467, -0.6432, -3.2870], [0.9137, -0.3732, -4.2022], [0.6964, -2.8202, -4.6641], [2.1865, -2.0780, -5.1384], [2.0132, -3.8035, -2.6404], [2.4939, -4.2733, -4.2428], [4.2622, -3.1142, -4.1660], [-0.5016, 0.7557, -2.7600], [1.9042, 0.9875, 0.1320], [3.7354, 2.5834, 0.0431], [4.1543, 3.7507, -2.0362], [0.9504, 1.9748, -3.9083], [-0.8348, 1.5157, -0.4609], [-0.8102, 1.3243, 1.5963], [0.6253, -1.0101, 2.7193], [0.4263, 0.5894, 3.3646], [-1.0130, -0.7162, 4.7138], [-1.7430, -1.5072, 3.3302], [-3.2577, 0.1755, 4.2021], [-2.7955, 0.5025, 2.5743], [-2.8312, 2.9260, 3.9192], [0.7793, -2.8751, -1.1315], [2.9353, -1.0113, -1.3782], [2.4892, -1.2078, 0.2998], [4.7258, -3.8121, -0.9179], [4.7946, -2.0611, -0.9052], [6.3405, -2.1278, 1.7271], [5.2497, -0.9927, 0.8515], [4.1666, -0.5084, 2.7281], [3.7919, -2.2029, 2.9614], [5.2005, -1.0657, 4.6231], [2.3189, 5.0457, -0.1637], [2.6842, 6.1851, -0.3047], [3.5077, 6.7160, 0.6081], [4.1342, 7.9972, 0.4580], [3.2319, 9.1218, 0.9192], [2.1696, 7.0411, -1.4364], [4.4851, 8.1373, -0.5650], [5.0205, 7.9565, 1.0882], [2.3240, 9.1825, 0.3186], [3.7514, 10.0775, 0.8536], [2.9255, 8.9595, 1.9524], [1.2023, 7.4536, -1.1530], [2.0420, 6.4064, -2.3111], [2.8364, 7.8508, -1.7209], [-4.8056, -4.1503, -3.9644], [-4.8067, -5.1149, -4.6848], [-4.9190, -4.9329, -6.0064], [-4.7662, -5.9859, -6.9656], [-6.0561, -6.7522, -7.1702], [-4.7667, -6.5169, -4.1252], [-3.9333, -6.6361, -6.6950], [-4.4845, -5.4889, -7.8919], [-6.3780, -7.2514, -6.2560], [-5.9317, -7.5059, -7.9475], [-6.8551, -6.0724, -7.4653], [-5.7758, -6.8096, -3.8388], [-4.1350, -6.5124, -3.2397], [-4.3572, -7.2567, -4.8082], [-4.3938, 4.3744, 6.3010], [-4.1880, 3.8328, 7.3536], [-4.1629, 4.5682, 8.4747], [-4.0911, 4.0035, 9.7876], [-2.6629, 3.7083, 10.1958], [-3.8722, 2.3570, 7.4186], [-4.7365, 3.1276, 9.8674], [-4.5112, 4.7604, 10.4471], [-2.2037, 2.9633, 9.5451], [-2.6283, 3.3378, 11.2204], [-2.0581, 4.6124, 10.1291], [-2.8140, 2.2195, 7.1998], [-4.4619, 1.8557, 6.6543], [-4.1125, 1.8806, 8.3663]], "lowdin_charge": [-0.06, -0.36, -0.07, -0.06, -0.29, -0.12, -0.14, -0.23, -0.06, -0.18, -0.18, -0.02, -0.06, -0.16, 0.11, -0.09, 0.18, -0.41, 0.11, -0.21, -0.27, -0.55, 0.75, -0.36, 1.01, -0.21, -0.15, -0.09, -0.24, -0.08, -0.16, -0.25, -0.05, 0.06, 0.05, 0.04, 0.12, 0.09, 0.12, 0.12, 0.12, 0.12, 0.11, 0.12, 0.10, 0.13, 0.10, 0.15, 0.11, 0.12, 0.12, 0.13, 0.17, 0.13, 0.11, 0.11, 0.12, 0.06, 0.08, 0.07, -0.12, 0.11, 0.12, 0.12, 0.14, 0.13, 0.13, 0.12, 0.11, 0.12, 0.09, 0.08, -0.52, 0.01, -0.23, -0.06, 0.02, 0.11, 0.12, 0.07, 0.09, 0.09, 0.10, 0.09, 0.07, 0.08, -0.52, 0.01, -0.23, -0.06, 0.02, 0.11, 0.12, 0.07, 0.08, 0.09, 0.10, 0.09, 0.07, 0.09, -0.53, 0.01, -0.23, -0.06, 0.00, 0.11, 0.12, 0.07, 0.08, 0.08, 0.08, 0.09, 0.07]}

{"formula": "C14H36ClGeN3O12OsP2Si3", "method": "ωB97M-V with the def2-TZVPD basis set", "lumo_energy_ev": [-3.648, -5.690], "homo_energy_ev": [-11.14, -11.57], "multiplicity": 6, "total_charge": 1, "fmax_ha_per_bohr": 0.0117, "mol_weight_g_mol": 883.0, "relative_energy_kj_mol": 189.1, "elements": ["Os", "O", "P", "O", "O", "O", "P", "O", "O", "O", "H", "H", "O", "Cl", "O", "O", "O", "C", "N", "C", "C", "C", "N", "C", "O", "N", "H", "H", "H", "H", "H", "H", "H", "C", "Si", "C", "C", "Ge", "Si", "C", "C", "C", "Si", "C", "C", "C", "H", "H", "H", "H", "H", "H", "H", "H", "H", "H", "H", "H", "H", "H", "H", "H", "H", "H", "H", "H", "H", "H", "H", "H", "H", "H", "H"], "coordinates": [[-0.0416, -0.5519, 0.0281], [3.8398, -0.9005, 1.4322], [2.7002, 0.1801, 1.1933], [3.0934, 1.5628, 1.4001], [2.0349, -0.2731, -0.1356], [1.5578, -0.3737, 2.2382], [0.2496, 0.0497, 3.0793], [0.2200, -1.0870, 4.1792], [0.2067, 1.3885, 3.6393], [-0.8750, -0.3272, 2.0372], [4.5967, -0.4936, 1.8546], [0.3441, -1.9699, 3.8253], [-0.9964, 3.0443, -1.4112], [0.1097, 2.1822, -1.2429], [1.3521, 2.8044, -1.4403], [-0.0381, 0.9765, -2.0839], [0.0551, 1.6106, 0.1628], [0.1970, -5.7738, 0.5840], [0.3760, -4.6948, -0.3965], [0.8789, -4.9305, -1.6360], [1.1317, -3.9440, -2.5196], [0.8562, -2.6056, -2.1171], [0.2963, -2.3913, -0.9069], [0.1197, -3.4060, 0.0134], [-0.2496, -3.1277, 1.1425], [1.1170, -1.5799, -2.9062], [0.0535, -6.7069, 0.0471], [-0.6786, -5.5591, 1.1880], [1.0692, -5.8433, 1.2311], [1.0759, -5.9681, -1.8690], [1.5489, -4.1587, -3.4905], [1.5695, -1.7362, -3.7916], [1.0473, -0.6202, -2.5808], [-2.5697, -1.5678, -2.8094], [-3.6068, -0.3247, -1.8961], [-5.4031, -0.7675, -1.7616], [-3.4756, 1.3664, -2.6519], [-2.5110, 0.0628, 0.5560], [-3.6872, -1.9526, 1.4365], [-2.8658, -2.3831, 3.0512], [-3.6489, -3.4348, 0.2920], [-5.4347, -1.3273, 1.6962], [-3.1989, 2.0407, 1.8569], [-2.0368, 3.4782, 1.8051], [-3.3330, 1.3860, 3.6007], [-4.8781, 2.4457, 1.1216], [-3.0269, -1.7376, -3.7898], [-2.4899, -2.5305, -2.3041], [-1.5762, -1.1488, -2.9826], [-5.7892, -0.7375, -2.7878], [-5.9411, -0.0055, -1.1951], [-5.6316, -1.7490, -1.3504], [-4.1157, 1.3768, -3.5412], [-2.4583, 1.5989, -2.9501], [-3.8244, 2.1559, -1.9867], [-1.9056, -2.8610, 2.8659], [-3.5113, -3.0820, 3.5916], [-2.6977, -1.5125, 3.6810], [-2.6344, -3.5996, -0.0766], [-4.3280, -3.3556, -0.5595], [-3.9355, -4.3239, 0.8615], [-5.4534, -0.5048, 2.4116], [-6.0374, -2.1370, 2.1206], [-5.9217, -0.9986, 0.7847], [-1.0461, 3.1933, 2.1616], [-2.4242, 4.2455, 2.4822], [-1.9545, 3.9079, 0.8106], [-2.3395, 1.1749, 3.9983], [-3.9680, 0.5113, 3.7204], [-3.7557, 2.1881, 4.2155], [-4.7783, 2.7864, 0.0886], [-5.3434, 3.2620, 1.6817], [-5.5672, 1.6006, 1.1518]], "lowdin_charge": [1.59, -0.08, 0.23, -0.21, -0.43, -0.30, 0.25, -0.07, -0.20, -0.60, 0.09, 0.08, -0.26, 0.73, -0.21, -0.44, -0.53, 0.03, -0.02, 0.00, 0.03, -0.34, 0.00, -0.51, 0.03, 0.22, 0.10, 0.10, 0.11, 0.15, 0.13, 0.14, 0.07, -0.20, 0.50, -0.20, -0.18, 0.74, 0.42, -0.19, -0.19, -0.20, 0.41, -0.18, -0.19, -0.20, 0.05, 0.02, 0.01, 0.06, 0.04, 0.02, 0.06, 0.02, 0.03, 0.01, 0.05, 0.02, 0.00, 0.02, 0.05, 0.02, 0.05, 0.00, 0.03, 0.05, 0.02, 0.02, 0.01, 0.05, 0.02, 0.05, 0.01]}

{"formula": "C5H16N3PS", "method": "ωB97M-V with the def2-TZVPD basis set", "lumo_energy_ev": 0.803, "homo_energy_ev": -7.78, "total_charge": 0, "fmax_ha_per_bohr": 0.0790, "mol_weight_g_mol": 181.2, "relative_energy_kj_mol": 198.5, "smiles": "CN(C)P(S)N(C)C.C=N", "elements": ["C", "N", "C", "P", "S", "N", "C", "C", "H", "H", "H", "H", "H", "H", "H", "H", "H", "H", "H", "H", "H", "C", "N", "H", "H", "H"], "coordinates": [[0.6233, 1.2421, -1.6645], [-0.2739, 0.8004, -0.5970], [-0.7220, 2.0050, 0.1000], [0.0252, -0.6198, 0.1522], [-0.4944, -1.8703, -1.4629], [1.7595, -0.7650, 0.1260], [2.3014, 0.1318, 1.1301], [2.2072, -2.1164, 0.3263], [-0.1324, 1.9651, -2.2427], [1.6905, 1.6870, -1.5057], [0.6830, 0.4457, -2.4665], [-1.3329, 2.6683, -0.4570], [-1.2829, 1.7516, 0.9278], [0.2114, 2.5785, 0.4086], [-1.6383, -2.1263, -0.9525], [3.3449, 0.3742, 0.9628], [1.8203, 1.1212, 1.0747], [2.4634, -0.2109, 2.1904], [1.9010, -2.7874, -0.3991], [3.2394, -2.0169, 0.4327], [1.8060, -2.4260, 1.3386], [-4.0650, -0.9559, 0.7138], [-3.0894, -0.5556, 1.3888], [-4.7308, -0.2687, 0.1860], [-4.2297, -2.0074, 0.3964], [-3.1506, 0.4523, 1.5112]], "lowdin_charge": [-0.19, -0.52, -0.15, 0.61, 0.48, -0.46, -0.19, -0.18, 0.12, 0.11, 0.05, 0.07, 0.02, 0.10, -0.27, 0.07, 0.06, 0.09, 0.02, 0.06, 0.10, -0.16, 0.01, 0.06, 0.07, 0.03]}

{"formula": "C3H4BBrN2", "method": "ωB97M-V with the def2-TZVPD basis set", "lumo_energy_ev": [-2.626, -1.576], "homo_energy_ev": [-9.29, -9.30], "total_charge": 0, "fmax_ha_per_bohr": 0.0569, "mol_weight_g_mol": 158.8, "relative_energy_kj_mol": 424.1, "elements": ["B", "C", "C", "C", "N", "N", "Br", "H", "H", "H", "H"], "coordinates": [[-0.4377, -1.7964, 0.1041], [-0.5028, 2.2249, 0.0967], [0.5643, 1.5675, -0.2418], [-1.8159, 0.3788, -0.0921], [-1.7664, 1.6918, 0.0922], [-0.9157, -0.5453, -0.1821], [-3.7506, -0.1314, -0.0465], [-1.0387, -2.6162, 0.8215], [0.6256, -2.1382, -0.2869], [-0.5554, 3.1353, 0.5707], [1.4986, 1.6555, -0.6935]], "lowdin_charge": [-0.18, -0.24, 0.27, -0.77, -0.02, 0.10, 0.63, 0.05, 0.02, 0.10, 0.04]}

{"formula": "C3H7NOSi", "method": "ωB97M-V with the def2-TZVPD basis set", "lumo_energy_ev": 0.869, "homo_energy_ev": -9.38, "total_charge": 0, "fmax_ha_per_bohr": 0.0533, "mol_weight_g_mol": 101.2, "relative_energy_kj_mol": 295.9, "smiles": "C=C/C=N/O[SiH3]", "elements": ["C", "C", "C", "N", "O", "Si", "H", "H", "H", "H", "H", "H", "H"], "coordinates": [[-0.5955, 2.1020, 1.7005], [-0.9340, 0.8423, 1.4596], [-0.4921, 0.1610, 0.2753], [-0.4746, -1.0858, 0.3500], [-0.1588, -1.8750, -0.6880], [1.1091, -1.6885, -1.7846], [-0.8383, 2.6728, 2.5593], [0.2591, 2.6023, 1.1275], [-1.7852, 0.3288, 1.8752], [-0.2051, 0.7583, -0.6454], [0.7780, -1.4684, -3.1627], [1.7571, -2.9596, -1.7183], [1.5801, -0.3902, -1.3484]], "lowdin_charge": [0.01, -0.18, -0.23, -0.03, -0.35, 0.64, 0.04, 0.09, 0.11, 0.13, -0.09, -0.07, -0.06]}

{"formula": "C4H6BNO2S", "method": "ωB97M-V with the def2-TZVPD basis set", "lumo_energy_ev": 0.195, "homo_energy_ev": -8.71, "total_charge": 0, "fmax_ha_per_bohr": 0.0734, "mol_weight_g_mol": 143.0, "relative_energy_kj_mol": 0.0, "smiles": "OB(O)Cc1nccs1", "elements": ["O", "B", "O", "C", "C", "N", "C", "C", "S", "H", "H", "H", "H", "H", "H"], "coordinates": [[-0.0160, 0.1177, 2.3685], [-1.0332, 0.3026, 1.5220], [-1.8610, 1.3263, 1.7163], [-1.1015, -0.7762, 0.3967], [-0.1095, -0.4629, -0.6386], [0.7691, -1.2906, -1.1258], [1.6846, -0.7013, -1.8483], [1.4616, 0.5995, -2.1602], [0.0932, 1.1970, -1.2653], [0.2474, 0.7543, 3.0181], [-1.7592, 1.6014, 2.6508], [-2.0756, -0.7184, -0.1022], [-0.7896, -1.7250, 0.6829], [2.3879, -1.3674, -2.4010], [2.1017, 1.1430, -2.8138]], "lowdin_charge": [0.21, -0.80, 0.20, -0.06, -0.56, 0.04, -0.29, -0.40, 1.04, 0.10, 0.13, 0.13, 0.10, 0.12, 0.05]}

Copy entry 2 word for word.
{"formula": "C2H3N3", "method": "ωB97M-V with the def2-TZVPD basis set", "lumo_energy_ev": -0.474, "homo_energy_ev": -9.23, "total_charge": 0, "fmax_ha_per_bohr": 0.1153, "mol_weight_g_mol": 69.1, "relative_energy_kj_mol": 274.0, "smiles": "[H]/N=C\\N=C=N", "elements": ["H", "N", "C", "N", "C", "N", "H", "H"], "coordinates": [[0.9884, -1.5699, -0.1526], [0.2952, -1.3564, -0.8726], [0.3215, -0.1334, -1.2482], [0.1457, 0.9081, -0.3394], [-0.2071, 0.7373, 0.8412], [-0.4222, -0.0558, 1.7505], [0.0577, 0.1231, -2.2788], [-1.3482, 0.3295, 2.1424]], "lowdin_charge": [0.05, 0.08, -0.29, 0.06, -0.27, 0.16, 0.10, 0.12]}